1.
DFT (ωB97M-V/def2-TZVPD) results for the ion CH2NO3PS with charge -2.

Geometry as XYZ:
```
9
Properties=species:S:1:pos:R:3:forces:R:3
C -0.14693 -0.88390 -0.23827 -5.2 4.1 3.1
N -1.47919 -0.34539 0.36571 3.5 -3.8 -1.9
O 1.76952 0.78249 -1.48766 -0.8 0.2 0.0
O 1.80160 0.49285 1.02415 0.9 -0.4 1.7
O -0.13148 1.83382 0.04270 -1.1 -2.6 0.6
P 1.00035 0.62272 -0.20109 -0.5 0.8 -1.4
S 0.19412 -2.44901 -0.51972 0.3 -1.4 -0.4
H -0.93174 1.17902 0.47526 1.7 1.4 -1.3
H -2.07627 -1.23260 0.53893 1.2 1.7 -0.3
```
Positions in Å, forces in eV/Å.

## Properties
Net charge: -2
Energy above the lowest of the compared OMol25 structures with the same formula, charge and spin, kcal/mol: 65.43
SMILES: [H]/N=C(\[S-])[P@](=O)([O-])O
Max |F|, eV Å⁻¹: 7.3

---

2.
DFT (ωB97M-V/def2-TZVPD) results for a cluster of 2 separate species, CH2NO3S in total.

Geometry as XYZ:
```
8
Properties=species:S:1:pos:R:3:forces:R:3
C 1.49275 0.11335 1.36250 0.4 0.8 1.0
N 0.70249 -0.75775 1.36926 -1.3 -1.6 -0.7
O 0.01653 -1.20578 -1.13739 0.3 1.1 -2.2
O 2.24380 0.98371 1.61772 0.8 0.8 -0.4
O -1.32032 1.28257 -1.17306 3.8 -2.1 -2.2
S -0.22581 -1.74963 0.23566 -0.4 -0.7 1.9
H -0.78291 0.32754 -1.45438 -1.7 2.7 1.5
H -2.12653 1.00599 -0.82031 -1.9 -0.9 0.9
```
Positions in Å, forces in eV/Å.

## Properties
Net charge: -1
Energy above the lowest of the compared OMol25 structures with the same formula, charge and spin, kcal/mol: 27.69
Max |F|, eV Å⁻¹: 4.8

---

3.
DFT (ωB97M-V/def2-TZVPD) results for the ion CH2NO3S with charge -1.

Geometry as XYZ:
```
8
Properties=species:S:1:pos:R:3:forces:R:3
C 1.30399 -0.30236 0.22035 -0.1 -0.3 0.2
N -1.53052 -0.03728 0.15111 -0.8 3.8 -0.1
O 2.42588 0.13231 0.05272 -0.3 0.5 -0.1
O 0.82310 -1.40580 0.47168 -0.2 0.2 0.0
O -0.08360 1.67913 -1.33128 -0.3 -0.2 0.9
S -0.22089 1.13406 0.07647 0.6 -0.8 -1.6
H -1.15135 -0.48898 0.90583 0.6 -2.1 2.7
H -1.56662 -0.71108 -0.54688 0.5 -1.2 -2.0
```
Positions in Å, forces in eV/Å.

## Properties
Net charge: -1
Energy above the lowest of the compared OMol25 structures with the same formula, charge and spin, kcal/mol: 17.69
Max |F|, eV Å⁻¹: 3.9

---

4.
DFT (ωB97M-V/def2-TZVPD) results for a cluster of 2 separate species, CH2NO3S in total.

Geometry as XYZ:
```
8
Properties=species:S:1:pos:R:3:forces:R:3
C -1.05795 0.36537 -0.23214 -1.4 -3.2 -3.6
N 0.67394 -1.07373 0.50502 1.1 0.3 0.5
O 1.59710 -0.28272 0.82062 -0.4 -2.3 -0.1
O 0.74063 -2.29991 0.66617 0.3 1.2 0.1
O 0.73445 1.99410 -1.07930 -0.2 -0.1 -0.6
S -0.05351 1.61627 0.13787 1.3 3.2 1.9
H -0.83787 -0.20267 -1.16971 -0.2 0.8 0.9
H -1.79679 -0.11671 0.35145 -0.5 0.2 0.9
```
Positions in Å, forces in eV/Å.

## Properties
Net charge: -1
2S+1: 3
Energy above the lowest of the compared OMol25 structures with the same formula, charge and spin, kcal/mol: 96.40
Max |F|, eV Å⁻¹: 5.0

---

5.
DFT (ωB97M-V/def2-TZVPD) results for the ion CH2NO4 with charge -1.

Geometry as XYZ:
```
8
Properties=species:S:1:pos:R:3:forces:R:3
C 1.82758 0.26973 -0.27677 -0.8 -2.5 0.6
N 0.38786 -0.65294 -0.42955 2.5 0.0 0.6
O 2.75182 -0.47037 0.05704 -0.8 0.1 -0.3
O 1.65250 1.43274 -0.44910 -0.4 2.3 -0.7
O -1.56544 0.71265 0.00370 -2.7 -3.6 1.2
O -0.78163 -0.31381 -0.86740 -0.2 0.1 -0.8
H 0.39168 -1.28636 0.36718 -0.4 -0.2 0.0
H -1.04596 1.42446 -0.13735 2.9 3.9 -0.8
```
Positions in Å, forces in eV/Å.

## Properties
Net charge: -1
Energy above the lowest of the compared OMol25 structures with the same formula, charge and spin, kcal/mol: 32.29
SMILES: O=C([O-])NOO
Max |F|, eV Å⁻¹: 4.9

---

6.
DFT (ωB97M-V/def2-TZVPD) results for the molecule CH2NOPS.

Geometry as XYZ:
```
7
Properties=species:S:1:pos:R:3:forces:R:3
C 0.44792 1.34088 0.40696 -1.3 -0.9 -0.6
N -0.10793 -1.33209 -0.23429 0.0 -0.1 0.0
O 0.76211 -0.92604 0.59516 0.0 0.8 0.0
P -1.03653 1.45725 -0.18077 0.9 0.4 0.4
S -1.63495 -0.73748 -0.15099 -0.2 -0.4 0.0
H 1.34265 1.81781 0.72061 0.5 0.0 0.1
H 0.22674 -1.62033 -1.15668 0.1 0.2 0.1
```
Positions in Å, forces in eV/Å.

## Properties
Energy above the lowest of the compared OMol25 structures with the same formula, charge and spin, kcal/mol: 40.98
Max |F|, eV Å⁻¹: 1.7

---

7.
DFT (ωB97M-V/def2-TZVPD) results for a cluster of 2 separate species, CH2NP in total.

Geometry as XYZ:
```
5
Properties=species:S:1:pos:R:3:forces:R:3
C 1.79966 -0.12271 0.09060 -4.0 0.5 -0.1
N 2.92697 -0.26138 0.16680 2.3 -0.3 0.1
P -1.17774 0.63627 0.14528 2.4 1.6 -0.7
H -1.59168 0.06017 -1.05103 0.3 0.1 -0.9
H -1.95721 -0.31234 0.64834 -1.0 -1.8 1.6
```
Positions in Å, forces in eV/Å.

## Properties
Energy above the lowest of the compared OMol25 structures with the same formula, charge and spin, kcal/mol: 95.32
Max |F|, eV Å⁻¹: 4.0

---

8.
DFT (ωB97M-V/def2-TZVPD) results for a structure of composition CH2NP.

Geometry as XYZ:
```
5
Properties=species:S:1:pos:R:3:forces:R:3
C 0.23112 2.15073 0.84184 0.0 -0.8 -1.9
N -0.09257 3.23598 1.13825 0.6 -2.0 -0.3
P 0.86807 0.20283 -0.27170 -2.2 1.8 1.7
H 0.08624 -0.44875 0.73258 0.7 -0.1 0.1
H -0.31707 -0.12716 -1.10407 0.8 1.1 0.4
```
Positions in Å, forces in eV/Å.

## Properties
Energy above the lowest of the compared OMol25 structures with the same formula, charge and spin, kcal/mol: 39.33
Max |F|, eV Å⁻¹: 3.4

---

9.
DFT (ωB97M-V/def2-TZVPD) results for the molecule CH2NP3.

Geometry as XYZ:
```
7
Properties=species:S:1:pos:R:3:forces:R:3
C -0.57291 -0.89922 -1.40408 0.4 0.2 1.5
N -0.20160 1.65641 -0.30619 -1.0 0.8 -2.5
P -0.11884 -2.07159 -0.45883 -0.1 0.2 0.4
P 0.26382 -1.08101 1.53088 0.4 -0.1 -0.4
P 0.39159 0.92398 0.81879 1.0 -1.3 2.5
H -0.92847 -0.13637 -2.02552 -0.3 0.6 -1.0
H 1.16639 1.60780 1.84494 -0.4 -0.4 -0.3
```
Positions in Å, forces in eV/Å.

## Properties
Energy above the lowest of the compared OMol25 structures with the same formula, charge and spin, kcal/mol: 111.37
SMILES: C#P=P[PH]#N
Max |F|, eV Å⁻¹: 3.0

---

10.
DFT (ωB97M-V/def2-TZVPD) results for a cluster of 2 separate species, CH2O2 in total.

Geometry as XYZ:
```
5
Properties=species:S:1:pos:R:3:forces:R:3
O 0.56096 2.89538 -4.53080 -0.3 0.6 0.0
C 0.96180 2.00874 -3.91019 0.1 -0.2 -0.6
O 1.38178 1.08292 -3.36539 0.1 -0.3 0.6
H -1.33454 -2.92180 5.56249 0.1 0.0 -0.2
H -1.57000 -3.06524 6.24389 -0.1 0.0 0.2
```
Positions in Å, forces in eV/Å.

## Properties
Energy above the lowest of the compared OMol25 structures with the same formula, charge and spin, kcal/mol: 2.60
SMILES: [H][H].O=C=O
Max |F|, eV Å⁻¹: 0.7

---

11.
DFT (ωB97M-V/def2-TZVPD) results for a cluster of 2 separate species, CH2O2S in total.

Geometry as XYZ:
```
6
Properties=species:S:1:pos:R:3:forces:R:3
C 1.15857 -0.51053 -0.70588 -1.6 2.0 0.4
O -0.83618 0.40937 0.91274 -0.7 0.5 0.6
O -0.96743 0.34596 -0.50296 0.8 -0.9 0.5
S 1.69165 -0.11822 0.63688 0.3 -0.8 0.0
H 0.68992 -0.42885 -1.66321 0.2 -0.7 -0.4
H -1.73653 0.30227 1.32242 1.1 -0.1 -1.1
```
Positions in Å, forces in eV/Å.

## Properties
Energy above the lowest of the compared OMol25 structures with the same formula, charge and spin, kcal/mol: 168.05
Max |F|, eV Å⁻¹: 2.6

---

12.
DFT (ωB97M-V/def2-TZVPD) results for the molecule CH2O2S.

Geometry as XYZ:
```
6
Properties=species:S:1:pos:R:3:forces:R:3
C -0.33950 -0.00272 -0.07832 2.7 -0.7 1.0
H -0.67274 -1.80413 0.23687 -2.3 2.8 -1.1
H -1.60988 1.14517 0.11478 -4.7 0.8 0.5
O -1.26998 -0.93423 -0.01640 2.0 -3.3 0.8
O -0.71712 1.20944 0.01876 0.4 2.3 -0.8
S 1.26352 -0.09540 0.00621 1.9 -1.9 -0.4
```
Positions in Å, forces in eV/Å.

## Properties
Energy above the lowest of the compared OMol25 structures with the same formula, charge and spin, kcal/mol: 31.37
SMILES: OC(O)=S
Max |F|, eV Å⁻¹: 4.8